Entry 1:
DFT (ωB97M-V/def2-TZVPD) results for a molecular structure, C14H26N7PdS.

```
! wB97M-V def2-TZVPD RIJCOSX def2/J DEFGRID3
* xyz 3 3
Pd 0.5054 0.0330 -0.6297
C 4.5355 1.2293 1.3078
C 3.2568 0.6203 0.7673
N 2.3942 1.1239 -0.1281
N 2.6982 2.3453 -0.7249
C 2.0396 2.6227 -1.8811
N 2.2574 3.8041 -2.4716
S 0.9972 1.4733 -2.5822
C 2.8708 -0.7033 1.1980
C 3.6319 -1.4257 2.1780
C 3.3070 -2.7495 2.4350
C 2.2644 -3.3558 1.7126
C 1.5476 -2.5816 0.8075
N 1.7868 -1.2684 0.5733
H 4.7136 2.1812 0.7774
H 5.3694 0.5379 1.1048
H 4.4729 1.4252 2.3912
H 3.4048 2.9689 -0.2820
H 2.9024 4.4942 -2.0883
H 1.7064 4.0726 -3.2831
H 4.4684 -0.9221 2.6807
H 3.8739 -3.3128 3.1879
H 1.9690 -4.3931 1.8628
H 0.7085 -2.9920 0.2447
N -2.5794 -1.7647 0.7516
C -3.7927 -1.0073 0.2149
C -3.7848 -1.0837 -1.3074
C -2.6143 -0.2697 -1.9226
N -1.2893 -0.9784 -1.8238
C -2.5170 1.1664 -1.3352
C -2.5947 1.2381 0.2162
N -1.3156 0.8523 0.8544
C -3.7817 0.4167 0.7608
H -2.5901 -2.7539 0.4262
H -2.5929 -1.7951 1.7878
H -1.6900 -1.3189 0.4551
H -4.6814 -1.5445 0.6088
H -4.7263 -0.6201 -1.6491
H -3.7899 -2.1345 -1.6751
H -2.8433 -0.1061 -3.0020
H -0.7061 -0.7550 -2.6342
H -1.3869 -2.0043 -1.8106
H -3.3983 1.7046 -1.7276
H -1.6462 1.7124 -1.7273
H -2.8088 2.3105 0.4421
H -1.4063 0.5906 1.8434
H -0.6233 1.6018 0.8032
H -4.7277 0.8906 0.4177
H -3.7953 0.4245 1.8744
*
```

Output
⟨S²⟩: 2.008
Gap between HOMO and LUMO (spin up / spin down) (eV): 8.141 / 6.735

Here are the Mulliken charges for atoms 1 to 4, given in e: 0.32 -1.29 0.45 0.33

Entry 2:
DFT (ωB97M-V/def2-TZVPD) results for a molecular structure, C14H26NNiO3PS.

```
! wB97M-V def2-TZVPD RIJCOSX def2/J DEFGRID3
* xyz 0 3
C -2.6306 0.3307 -3.0536
C -2.2843 -0.7886 -2.3031
C -1.3845 -0.7578 -1.2055
C -0.9260 0.5267 -0.8205
C -1.2207 1.6601 -1.6216
C -2.0700 1.5668 -2.7312
C -1.2896 -2.0687 -0.4224
C -0.0824 -3.0502 -0.1710
N 1.2553 -2.8664 -0.6500
Ni -0.2887 1.2990 0.9039
C -0.5727 3.0020 -1.3388
P 0.8393 2.5798 -0.2221
H -2.7182 -1.7525 -2.5752
H -2.2992 2.4520 -3.3232
H -3.3320 0.2400 -3.8851
H -1.1852 3.7495 -0.8110
H -0.1467 3.4867 -2.2367
H -1.6643 -1.8921 0.6081
H -2.0025 -2.7607 -0.8941
H -0.0049 -3.1777 0.9210
C 1.3244 4.1034 0.5436
C 2.1279 2.2664 -1.4585
H -0.3577 -4.0659 -0.5089
C 1.5165 -2.1175 -1.8441
C 2.2313 -2.6389 0.4089
H 1.0108 1.1610 1.9111
H 2.0575 -2.7405 -2.5689
H 0.5954 -1.7660 -2.3084
H 2.1551 -1.2488 -1.6098
H 2.8504 -3.5423 0.5650
H 2.9041 -1.8133 0.1267
H 1.7396 -2.3605 1.3657
H 2.3105 3.2330 -1.9547
H 3.0330 1.9044 -0.9536
H 1.8118 1.5357 -2.2161
H 1.3925 4.8598 -0.2521
H 0.5962 4.3808 1.3097
H 2.2972 3.9386 1.0150
H 0.9954 0.4643 1.5698
C -1.2436 -0.0793 4.4099
S -0.8993 -1.7326 3.7741
O 0.5153 -1.7117 3.3713
O -1.1817 -2.6276 4.8999
O -1.8344 -1.9082 2.6500
H -1.2203 -0.1006 5.4957
H -2.2352 0.2168 4.0513
H -0.4847 0.6108 4.0394
*
```

Output
⟨S²⟩: 2.009
Gap between HOMO and LUMO (spin up / spin down) (eV): 5.980 / 4.989

Here are the Mulliken charges for atoms 1 to 4, given in e: -0.79 -0.82 0.27 0.16

Entry 3:
DFT (ωB97M-V/def2-TZVPD) results for a molecular structure, C14H27AuClIN2O2P2.

```
! wB97M-V def2-TZVPD RIJCOSX def2/J DEFGRID3
* xyz 2 3
C 0.0102 0.6327 -5.7373
C 0.0121 0.7436 -4.2400
H 0.0194 1.6357 -6.1849
H -0.8816 0.0981 -6.0896
H 0.8914 0.0814 -6.0907
O 0.0212 1.7138 -3.5586
I -0.0059 -1.6204 -3.3828
Au 0.0037 -0.0739 -1.4130
P 2.2447 -0.0227 -0.6208
C 2.6901 1.2356 0.6089
C 2.8618 -1.6044 0.0490
H 3.9397 -1.6959 -0.1418
H 4.4050 0.2416 -1.6819
H 2.3167 -2.4246 -0.4325
H 3.1750 -0.4121 -2.8163
H 2.1486 1.0874 1.5495
H 2.6807 -1.6468 1.1278
C 3.3589 0.3117 -2.0137
H 3.7712 1.2092 0.8112
H 3.1573 1.3243 -2.3880
H 2.4225 2.2189 0.2031
P -2.2445 -0.0137 -0.6623
C -2.6321 1.2364 0.5979
C -3.3376 0.4035 -2.0513
H -2.4567 -2.4119 -0.5663
H -4.0301 -1.6001 -0.2282
H -2.7591 -1.6801 1.0260
C -2.9471 -1.5806 -0.0468
H -3.1857 -0.3152 -2.8652
H -4.3871 0.3759 -1.7230
H -3.7004 1.2043 0.8595
H -2.3873 2.2239 0.1873
H -3.0863 1.4113 -2.4064
H -2.0319 1.0694 1.4986
Cl -0.0234 -3.4519 -1.3393
N 0.6164 0.5399 6.0966
C 0.5918 0.8690 4.7711
O 0.8865 1.9874 4.3550
C 0.2487 -0.2418 3.8310
C 0.1962 -1.6020 4.1771
C -0.0230 -2.5537 3.1725
C -0.1433 -2.0977 1.8498
N -0.1146 -0.8146 1.5120
C 0.0528 0.0915 2.4725
H 0.7466 1.3064 6.7444
H 0.1657 -0.2807 6.4519
H 0.3379 -1.9198 5.2148
H -0.0919 -3.6216 3.3644
H -0.2620 -2.8125 1.0286
H 0.0596 1.1371 2.1619
*
```

Output
⟨S²⟩: 2.021
Gap between HOMO and LUMO (spin up / spin down) (eV): 7.520 / 4.314

Here are the Mulliken charges for atoms 1 to 4, given in e: -1.17 0.63 0.36 0.38

Calculated largest force on an atom in order - 3.4; 3.2; 2.8 eV Å⁻¹
Calculated energy in order - -39659.617; -83733.591; -64908.186 eV